Record 1
The following is a quantum chemistry calculation of 3 unconnected molecules or ions with the total composition C20H44F4INO14P2S3, from the OMol25 dataset.

CARTESIAN COORDINATES (ANGSTROEM)
1 N 0.770 -1.397 6.081
2 C -0.095 -1.884 4.944
3 O -0.210 -3.342 4.809
4 C -0.022 -4.060 6.073
5 S 1.769 -4.662 6.348
6 C -1.573 -1.098 4.887
7 I -2.692 -1.677 3.117
8 C -2.452 -1.698 6.181
9 C -3.896 -0.939 6.382
10 C -3.921 0.189 7.572
11 F -4.876 -0.328 8.617
12 F -4.531 1.441 6.990
13 F -2.598 0.536 8.138
14 O -1.384 0.309 5.162
15 C -1.426 1.208 4.024
16 C -0.247 1.032 2.900
17 S 1.443 1.658 3.400
18 O 2.396 1.366 2.176
19 O 2.086 0.947 4.613
20 S -1.121 2.948 4.770
21 O -0.876 4.030 3.691
22 O -2.502 3.319 5.439
23 F 0.022 2.930 6.053
24 H 1.736 -1.788 6.066
25 H 0.313 -1.460 7.013
26 H 0.454 -1.517 3.948
27 H -0.650 -5.072 5.974
28 H -0.468 -3.521 7.024
29 H 2.165 -3.954 7.522
30 H -2.686 -2.834 5.905
31 H -1.843 -1.714 7.178
32 H -4.696 -1.780 6.652
33 H -4.306 -0.417 5.404
34 H -2.500 1.333 3.514
35 H -0.169 -0.069 2.447
36 H -0.584 1.702 1.970
37 H 1.534 3.039 3.629
38 C -5.806 -0.878 -1.046
39 C -4.383 -1.319 -1.353
40 O -3.636 -0.316 -2.035
41 P -3.409 1.064 -1.149
42 O -2.172 0.524 -0.390
43 O -2.392 1.931 -2.149
44 C -1.015 2.154 -1.795
45 C -0.135 1.002 -2.261
46 O -4.790 1.668 -1.998
47 C -4.638 2.826 -2.827
48 C -3.944 2.586 -4.178
49 H -5.824 -0.017 -0.366
50 H -6.367 -1.683 -0.564
51 H -6.327 -0.586 -1.963
52 H -3.862 -1.585 -0.425
53 H -4.399 -2.210 -1.992
54 H -0.904 2.345 -0.723
55 H -0.688 3.081 -2.289
56 H -0.525 0.017 -1.970
57 H 0.883 1.098 -1.869
58 H -0.085 0.986 -3.345
59 H -4.130 3.612 -2.254
60 H -5.645 3.199 -3.037
61 H -3.035 1.993 -4.164
62 H -3.718 3.545 -4.654
63 H -4.611 2.022 -4.840
64 C 3.637 -0.141 -2.270
65 C 3.150 -1.104 -3.341
66 O 3.646 -0.777 -4.636
67 P 5.292 -0.887 -4.767
68 O 5.295 -2.410 -5.045
69 O 5.511 -0.608 -6.397
70 C 5.938 -1.661 -7.281
71 C 4.749 -2.459 -7.798
72 O 5.290 0.815 -4.455
73 C 5.815 1.699 -5.453
74 C 4.903 1.944 -6.666
75 H 4.728 -0.177 -2.160
76 H 3.205 -0.389 -1.297
77 H 3.365 0.889 -2.522
78 H 3.449 -2.130 -3.091
79 H 2.055 -1.080 -3.392
80 H 6.685 -2.304 -6.803
81 H 6.458 -1.195 -8.130
82 H 4.068 -2.784 -6.999
83 H 5.077 -3.346 -8.350
84 H 4.148 -1.845 -8.461
85 H 6.804 1.338 -5.766
86 H 5.979 2.664 -4.965
87 H 4.445 1.071 -7.120
88 H 5.457 2.481 -7.443
89 H 4.047 2.559 -6.366

## Properties
SMILES	N[C@@H](OCS)[C@@](I)(CCC(F)(F)F)O[C@H](C[SH](=O)=O)S(=O)(=O)F.CCOP(=O)(OCC)OCC.CCOP(=O)(OCC)OCC
HOMO energy	-9.654	eV
net charge	0
E_LUMO	-2.20	eV
ΔE to the lowest compared entry with this formula, charge and spin	376.6	kcal per mole



Record 2
The following is a quantum chemistry calculation of a molecular structure, C37H32Br2F5N2OP2TeTi, from the OMol25 dataset.

CARTESIAN COORDINATES (ANGSTROEM)
1 Ti -1.640 1.631 0.576
2 C -1.875 -2.144 -1.367
3 C -1.927 -2.097 0.170
4 P -0.779 -1.462 1.469
5 C 1.030 -1.503 1.591
6 C 1.913 -2.274 0.841
7 C 3.265 -2.274 1.139
8 C 3.751 -1.498 2.184
9 C 2.875 -0.741 2.946
10 C 1.518 -0.752 2.660
11 C -1.151 -2.553 2.849
12 C -1.406 -2.044 4.117
13 C -1.553 -2.909 5.190
14 C -1.428 -4.277 5.006
15 C -1.139 -4.789 3.748
16 C -0.995 -3.928 2.673
17 C -1.276 -0.940 -2.109
18 P 0.545 -1.087 -1.905
19 C 1.393 0.392 -2.571
20 C 1.597 0.639 -3.927
21 C 2.407 1.691 -4.334
22 C 3.032 2.495 -3.390
23 C 2.831 2.263 -2.036
24 C 2.018 1.215 -1.629
25 C 0.971 -2.328 -3.184
26 C 0.079 -2.926 -4.069
27 C 0.521 -3.875 -4.983
28 C 1.857 -4.235 -5.027
29 C 2.758 -3.645 -4.150
30 C 2.316 -2.707 -3.233
31 H -2.920 -2.248 -1.664
32 H -1.370 -3.058 -1.687
33 H -2.203 -3.090 0.527
34 H -2.760 -1.439 0.450
35 H 1.548 -2.890 0.032
36 H 3.940 -2.882 0.552
37 H 4.809 -1.496 2.410
38 H 3.242 -0.145 3.771
39 H 0.842 -0.164 3.268
40 H -1.488 -0.976 4.270
41 H -1.766 -2.509 6.173
42 H -1.548 -4.948 5.846
43 H -1.023 -5.854 3.605
44 H -0.752 -4.338 1.699
45 H -1.656 -0.003 -1.686
46 H -1.584 -0.936 -3.157
47 H 1.147 -0.014 -4.666
48 H 2.572 1.868 -5.388
49 H 3.685 3.295 -3.712
50 H 3.334 2.877 -1.300
51 H 1.910 0.984 -0.572
52 H -0.969 -2.661 -4.063
53 H -0.186 -4.330 -5.665
54 H 2.198 -4.974 -5.740
55 H 3.804 -3.920 -4.179
56 H 3.026 -2.244 -2.555
57 Br 1.735 5.969 -3.337
58 C 0.678 4.782 -2.340
59 C -0.040 3.790 -2.980
60 C -0.769 2.922 -2.190
61 N -0.840 3.038 -0.864
62 C -0.204 4.047 -0.257
63 C 0.608 4.917 -0.963
64 C -0.572 4.267 1.173
65 C -0.097 5.352 1.892
66 C -0.717 5.695 3.081
67 Br -0.093 7.149 4.086
68 C -1.820 4.980 3.498
69 C -2.190 3.876 2.756
70 N -1.546 3.473 1.655
71 H -0.020 3.686 -4.053
72 H -1.335 2.110 -2.627
73 H 1.141 5.718 -0.474
74 H 0.728 5.943 1.525
75 H -2.371 5.254 4.386
76 H -3.023 3.268 3.077
77 F -3.798 -1.103 3.149
78 Te -4.222 0.635 2.702
79 F -5.575 -0.220 1.664
80 F -5.522 0.901 3.993
81 F -2.981 1.096 4.126
82 F -3.256 1.237 -0.234
83 O -1.236 -0.027 1.741

## Properties
spin multiplicity	3
HOMO energy (spin up / spin down)	-9.336 / -10.538	eV
net charge	+1
E_LUMO (spin up / spin down)	-3.52 / -3.63	eV
ΔE to the lowest compared entry with this formula, charge and spin	0.0	kcal per mole



Record 3
The following is a quantum chemistry calculation of a single C4H6O2 molecule, from the OMol25 dataset.

CARTESIAN COORDINATES (ANGSTROEM)
1 C -0.222 0.813 -1.368
2 C -0.231 0.540 0.120
3 O -1.181 -0.505 0.544
4 C 0.139 -1.309 1.203
5 C 0.956 -0.217 0.722
6 O 2.141 0.010 0.772
7 H 0.580 1.525 -1.593
8 H -0.035 -0.106 -1.935
9 H -1.174 1.244 -1.697
10 H -0.467 1.442 0.698
11 H -0.464 -1.845 0.316
12 H -0.041 -1.592 2.216

## Properties
SMILES	C[C@H]1OCC1=O
HOMO energy	-9.642	eV
net charge	0
E_LUMO	0.64	eV
ΔE to the lowest compared entry with this formula, charge and spin	86.3	kcal per mole



Record 4
The following is a quantum chemistry calculation of a single C17H21NO5 molecule, from the OMol25 dataset.

CARTESIAN COORDINATES (ANGSTROEM)
1 C -4.479 -2.803 0.317
2 O -3.428 -1.911 0.644
3 C -3.450 -0.722 0.007
4 O -4.312 -0.424 -0.793
5 C -2.335 0.111 0.414
6 C -2.053 1.369 -0.010
7 C -2.812 2.209 -0.967
8 N -0.918 1.840 0.621
9 C -0.220 3.064 0.322
10 C 0.696 2.903 -0.909
11 C 1.606 1.732 -0.681
12 C 2.828 1.886 -0.045
13 C 3.569 0.779 0.317
14 C 3.112 -0.505 0.056
15 O 3.867 -1.573 0.499
16 C 3.230 -2.350 1.498
17 C 1.914 -0.669 -0.650
18 O 1.378 -1.902 -0.962
19 C 2.205 -2.746 -1.744
20 C 1.176 0.453 -1.001
21 C -0.399 0.901 1.494
22 O 0.567 1.080 2.195
23 C -1.288 -0.315 1.398
24 H -4.439 -3.068 -0.742
25 H -4.334 -3.684 0.937
26 H -5.448 -2.343 0.524
27 H -2.200 2.472 -1.828
28 H -3.137 3.131 -0.488
29 H -3.682 1.654 -1.306
30 H -0.938 3.872 0.164
31 H 0.396 3.288 1.197
32 H 0.090 2.742 -1.802
33 H 1.268 3.823 -1.036
34 H 3.188 2.874 0.200
35 H 4.505 0.887 0.843
36 H 3.939 -3.130 1.770
37 H 3.000 -1.736 2.374
38 H 2.305 -2.806 1.134
39 H 1.677 -3.696 -1.819
40 H 3.185 -2.903 -1.289
41 H 2.341 -2.326 -2.746
42 H 0.242 0.296 -1.522
43 H -1.698 -0.583 2.372
44 H -0.711 -1.172 1.043

## Properties
SMILES	COC(=O)C1=C(C)N(CCc2ccc(OC)c(OC)c2)C(=O)C1
HOMO energy	-8.382	eV
net charge	0
E_LUMO	0.74	eV
ΔE to the lowest compared entry with this formula, charge and spin	32.6	kcal per mole



Record 5
The following is a quantum chemistry calculation of a single C5H12N2 molecule, from the OMol25 dataset.

CARTESIAN COORDINATES (ANGSTROEM)
1 C -1.364 -0.952 -3.220
2 N -0.681 -1.277 -1.931
3 C -0.682 -0.234 -0.993
4 C 0.076 -0.012 0.179
5 C 0.131 1.117 1.136
6 C 0.583 0.711 2.520
7 N 2.096 0.401 2.527
8 H -1.390 -1.784 -3.935
9 H -0.928 -0.131 -3.693
10 H -2.304 -0.512 -2.967
11 H 0.288 -1.625 -2.063
12 H -1.593 0.435 -1.237
13 H 0.550 -0.870 0.539
14 H 0.819 1.862 0.680
15 H -0.837 1.637 1.162
16 H 0.030 -0.211 2.853
17 H 0.431 1.581 3.175
18 H 2.514 0.141 3.388
19 H 2.262 -0.277 1.879

## Properties
SMILES	CN/C=C/CCN
HOMO energy	-7.601	eV
net charge	0
E_LUMO	1.16	eV
ΔE to the lowest compared entry with this formula, charge and spin	54.4	kcal per mole



Record 6
The following is a quantum chemistry calculation of 2 unconnected molecules or ions with the total composition C6H16NO, from the OMol25 dataset.

CARTESIAN COORDINATES (ANGSTROEM)
1 C -0.770 -0.209 0.549
2 C 0.512 0.662 0.228
3 C 1.576 -0.210 -0.526
4 C 2.146 0.509 -1.515
5 C 2.037 -1.489 0.054
6 C 1.959 -1.681 1.543
7 N -2.000 0.451 -0.094
8 H -0.959 -0.493 1.573
9 H -0.581 -1.310 0.099
10 H 0.956 1.110 1.129
11 H 0.273 1.613 -0.269
12 H 2.979 0.136 -2.134
13 H 1.733 1.470 -1.684
14 H 1.714 -2.368 -0.617
15 H 3.119 -1.562 -0.310
16 H 2.107 -2.715 1.843
17 H 2.631 -1.032 2.083
18 H 1.025 -1.476 2.089
19 H -2.831 0.439 0.496
20 H -2.478 0.006 -0.985
21 H -1.759 1.440 -0.305
22 H -4.763 1.559 -1.341
23 H -4.500 3.012 -1.001
24 O -4.124 2.134 -0.904

## Properties
HOMO energy	-12.458	eV
net charge	+1
E_LUMO	-3.48	eV
ΔE to the lowest compared entry with this formula, charge and spin	54.7	kcal per mole



Record 7
The following is a quantum chemistry calculation of a molecular structure, C20H48O28S8, from the OMol25 dataset.

CARTESIAN COORDINATES (ANGSTROEM)
1 O -0.773 -5.142 -4.973
2 S -1.366 -6.050 -4.024
3 O -1.244 -7.444 -4.303
4 O -0.716 -5.852 -2.677
5 C -0.327 -4.511 -2.234
6 C -0.637 -4.176 -0.809
7 C -2.919 -5.547 -3.750
8 H -0.646 -3.805 -3.004
9 H 0.759 -4.503 -2.300
10 H -1.700 -4.333 -0.606
11 H -0.433 -3.107 -0.835
12 H -0.231 -4.720 0.048
13 H -2.826 -4.621 -3.182
14 H -3.454 -6.266 -3.129
15 H -3.410 -5.338 -4.689
16 O -2.633 2.423 -2.936
17 S -2.350 2.304 -4.366
18 O -2.524 3.495 -5.150
19 O -0.902 1.786 -4.542
20 C 0.127 1.876 -3.538
21 C 0.283 0.609 -2.769
22 C -3.196 0.912 -5.011
23 H -0.100 2.711 -2.883
24 H 1.039 2.023 -4.122
25 H 1.046 0.855 -2.014
26 H 0.610 -0.205 -3.418
27 H -0.645 0.311 -2.254
28 H -3.138 0.133 -4.280
29 H -2.817 0.712 -6.017
30 H -4.246 1.166 -5.037
31 O -4.091 -3.565 -0.741
32 S -4.360 -2.211 -1.131
33 O -3.925 -1.865 -2.443
34 O -5.839 -2.016 -0.976
35 C -6.686 -1.357 -1.902
36 C -7.095 -2.171 -3.082
37 C -3.798 -1.089 0.000
38 H -6.221 -0.461 -2.340
39 H -7.563 -1.082 -1.293
40 H -7.837 -2.916 -2.843
41 H -6.315 -2.633 -3.669
42 H -7.700 -1.408 -3.594
43 H -4.096 -1.317 1.036
44 H -4.135 -0.094 -0.280
45 H -2.697 -1.123 -0.044
46 O -3.157 1.731 4.157
47 S -2.165 1.285 3.207
48 O -1.835 -0.127 3.152
49 O -2.655 1.702 1.782
50 C -3.400 2.923 1.554
51 C -2.603 3.893 0.785
52 C -0.721 2.198 3.333
53 H -3.824 3.361 2.482
54 H -4.197 2.515 0.912
55 H -1.688 4.142 1.299
56 H -3.206 4.829 0.647
57 H -2.378 3.529 -0.213
58 H -0.980 3.228 3.550
59 H -0.044 1.980 2.521
60 H -0.251 1.844 4.265
61 C 7.184 3.405 2.126
62 C 5.944 3.487 1.245
63 O 5.726 2.149 0.746
64 S 6.941 1.176 1.163
65 O 7.401 0.496 0.009
66 O 6.558 0.500 2.336
67 O 7.984 2.334 1.550
68 H 6.856 3.158 3.143
69 H 7.825 4.292 2.171
70 H 6.133 4.074 0.346
71 H 5.048 3.847 1.740
72 C 3.382 -2.846 5.203
73 C 1.967 -3.407 4.903
74 O 2.168 -4.881 4.722
75 S 3.743 -5.141 4.676
76 O 4.204 -4.731 3.402
77 O 3.988 -6.399 5.283
78 O 4.153 -3.980 5.691
79 H 3.304 -2.197 6.086
80 H 3.837 -2.251 4.411
81 H 1.628 -3.122 3.893
82 H 1.246 -3.168 5.715
83 C 2.369 6.134 -0.177
84 C 1.156 5.351 -0.537
85 O 1.192 4.145 0.303
86 S 1.653 4.683 1.729
87 O 2.474 3.688 2.292
88 O 0.527 5.267 2.372
89 O 2.613 5.872 1.238
90 H 2.300 7.220 -0.337
91 H 3.225 5.747 -0.746
92 H 1.172 4.965 -1.545
93 H 0.222 5.882 -0.350
94 C 3.497 -0.121 0.638
95 C 3.186 0.096 2.061
96 O 1.780 -0.189 2.151
97 S 1.372 -1.293 1.113
98 O 0.293 -0.807 0.354
99 O 1.405 -2.559 1.736
100 O 2.636 -1.277 0.175
101 H 4.497 -0.188 0.303
102 H 3.010 0.729 0.169
103 H 3.398 1.083 2.461
104 H 3.637 -0.645 2.712

## Properties
HOMO energy	-10.242	eV
net charge	0
E_LUMO	-0.45	eV



Record 8
The following is a quantum chemistry calculation of a molecular structure, C37H51BN7O5PSV, from the OMol25 dataset.

CARTESIAN COORDINATES (ANGSTROEM)
1 V -0.112 -0.127 -0.502
2 N -2.128 -0.503 2.691
3 C -0.817 -0.315 2.893
4 N 0.001 0.328 2.085
5 C 1.204 0.595 2.755
6 C 2.180 1.507 2.348
7 C 3.325 1.668 3.118
8 C 3.502 0.952 4.298
9 C 2.502 0.108 4.761
10 C 1.359 -0.043 3.992
11 S -0.120 -0.874 4.400
12 H -2.565 -0.291 1.803
13 H -2.651 -1.085 3.322
14 H 2.010 2.141 1.484
15 H 4.079 2.384 2.810
16 H 4.403 1.087 4.883
17 H 2.603 -0.397 5.715
18 C 4.303 0.755 -0.828
19 C 2.852 1.138 -0.969
20 O 2.004 0.163 -0.283
21 H 4.926 1.450 -1.395
22 H 4.470 -0.250 -1.217
23 H 4.623 0.790 0.216
24 H 2.524 1.125 -2.001
25 H 2.648 2.127 -0.559
26 H 2.282 0.115 0.648
27 C -1.346 4.640 4.797
28 C -2.045 5.485 3.741
29 N -2.015 4.870 2.409
30 C -3.243 4.263 1.896
31 C -3.635 2.979 2.615
32 C -0.852 4.935 1.725
33 O 0.152 5.501 2.137
34 C -0.761 4.187 0.419
35 C -0.740 4.839 -0.805
36 C -0.561 4.085 -1.952
37 C -0.378 2.718 -1.842
38 N -0.367 2.084 -0.657
39 C -0.572 2.821 0.446
40 H -1.399 5.135 5.769
41 H -0.294 4.511 4.539
42 H -1.810 3.656 4.891
43 H -1.563 6.458 3.671
44 H -3.092 5.647 3.997
45 H -3.117 4.070 0.833
46 H -4.045 4.999 1.982
47 H -2.827 2.242 2.565
48 H -4.527 2.548 2.154
49 H -3.861 3.163 3.667
50 H -0.867 5.914 -0.854
51 H -0.559 4.542 -2.933
52 H -0.231 2.116 -2.722
53 H -0.580 2.282 1.382
54 O -1.950 -0.339 -0.396
55 N -3.180 -0.103 -0.071
56 C -3.916 0.348 -1.024
57 C -3.384 0.583 -2.329
58 N -2.903 0.763 -3.355
59 C -5.277 0.664 -0.733
60 N -6.373 0.922 -0.507
61 O -0.482 -1.438 -3.439
62 B 0.106 -0.456 -2.656
63 O 0.945 0.331 -3.461
64 C 0.876 -0.202 -4.738
65 C 1.525 0.199 -5.884
66 C 1.256 -0.538 -7.035
67 C 0.376 -1.615 -7.020
68 C -0.277 -2.007 -5.854
69 C 0.003 -1.274 -4.722
70 H 2.207 1.040 -5.887
71 H 1.742 -0.263 -7.964
72 H 0.189 -2.159 -7.938
73 H -0.970 -2.839 -5.835
74 C -0.631 -5.319 -0.880
75 C -0.678 -3.835 -1.282
76 C -2.136 -3.366 -1.325
77 P 0.445 -2.680 -0.359
78 C 2.147 -3.055 -1.014
79 C 2.526 -4.534 -1.158
80 C 2.392 -2.390 -2.371
81 C 0.472 -3.140 1.446
82 C -0.953 -3.402 1.942
83 C 1.410 -4.241 1.935
84 H -0.873 -5.937 -1.748
85 H -1.381 -5.536 -0.119
86 H 0.333 -5.650 -0.504
87 H -0.289 -3.739 -2.298
88 H -2.610 -3.444 -0.344
89 H -2.693 -4.012 -2.009
90 H -2.229 -2.346 -1.685
91 H 2.814 -2.589 -0.280
92 H 1.947 -5.001 -1.958
93 H 2.398 -5.121 -0.255
94 H 3.578 -4.595 -1.446
95 H 1.726 -2.799 -3.138
96 H 3.415 -2.599 -2.694
97 H 2.266 -1.311 -2.347
98 H 0.823 -2.214 1.907
99 H -1.294 -4.389 1.631
100 H -1.667 -2.666 1.573
101 H -0.969 -3.383 3.036
102 H 1.122 -5.224 1.559
103 H 1.355 -4.282 3.026
104 H 2.451 -4.055 1.668

## Properties
spin multiplicity	3
HOMO energy (spin up / spin down)	-10.891 / -10.922	eV
net charge	+1
E_LUMO (spin up / spin down)	-2.84 / -3.13	eV
ΔE to the lowest compared entry with this formula, charge and spin	15.8	kcal per mole



The calculation returns the following total energy values, one per record and in order: -121648.9744; -246573.9502; -8336.7174; -29697.3026; -8357.7775; -10010.9421; -165523.1195; -106350.1468 eV.
The calculation returns the following maximum force values, one per record and in order: 9.4; 0.6; 5.3; 0.9; 4.6; 3.6; 4.4; 0.7 eV/A.